Entry 1:
Molecular formula: C6H20FN4O4
Method: DFT, ωB97M-V/def2-TZVPD

Element x y z (Å)
F  -0.8486  0.8736  0.4716
C  3.5862  3.4106  0.7055
C  2.5068  2.5707  0.0511
O  1.2954  2.7174  0.7954
H  4.5394  3.1705  0.2313
H  3.6356  3.1483  1.7660
H  3.3852  4.4782  0.6403
H  2.7540  1.5167  -0.0716
H  2.3487  3.0523  -0.9216
H  0.6359  2.0873  0.4369
C  -1.3165  -0.8609  -2.8232
C  0.0850  -1.0338  -2.2398
O  0.6107  0.1773  -1.7724
H  -1.8376  -1.8012  -2.9942
H  -1.2870  -0.2720  -3.7497
H  -1.8696  -0.1417  -2.2135
H  0.7711  -1.4799  -2.9597
H  -0.0510  -1.7428  -1.4105
H  0.0093  0.5175  -1.0792
C  1.5864  -1.1066  2.1731
O  2.4762  -1.8463  2.6030
N  1.5174  0.2213  2.3773
N  0.4808  -1.5501  1.5213
H  2.3760  0.6690  2.6423
H  0.8176  0.6867  1.8067
H  0.3761  -2.5235  1.3049
H  -0.1333  -0.9005  1.0488
C  -3.6908  -1.2865  0.2320
O  -4.0317  -0.1211  0.4147
N  -2.3805  -1.6363  0.1690
N  -4.5941  -2.2924  0.1631
H  -1.7397  -0.8433  0.2838
H  -2.1134  -2.5598  -0.1135
H  -4.3961  -3.2612  0.0055
H  -5.5039  -2.0370  0.5053

Summary:
Total charge: -1
HOMO level (eV): -6.313
LUMO level (eV): 3.02
Spin multiplicity: 1
Frontier orbital gap (eV): 9.3
DFT total energy (Ha): -860.61095



Entry 2:
Molecular formula: C6H20IO4
Method: DFT, ωB97M-V/def2-TZVPD

Element x y z (Å)
I  26.5616  -24.3653  -10.3758
O  27.4838  -27.1523  -11.0416
H  27.4420  -27.4254  -10.1251
H  27.1951  -26.2397  -11.0335
O  26.2150  -22.5137  -12.5391
H  25.7408  -23.1592  -13.0632
H  26.4942  -22.9952  -11.7604
C  25.7014  -26.3396  -13.1820
C  25.8221  -25.0063  -13.7397
C  24.9039  -24.7942  -14.9462
O  25.3128  -24.1720  -12.7142
H  24.8284  -26.6199  -12.5925
H  26.5240  -26.6416  -12.5339
H  25.8026  -27.0320  -14.0177
H  26.8425  -24.7966  -14.0606
H  23.8573  -24.7084  -14.6540
H  25.0701  -25.5302  -15.7329
H  25.1155  -23.7889  -15.3105
H  25.7780  -24.4576  -11.9245
C  30.4285  -25.0368  -9.7502
C  29.5009  -25.5334  -8.6020
C  29.1220  -24.4380  -7.5422
O  28.3003  -26.0421  -9.0402
H  31.2499  -24.4944  -9.2819
H  29.8166  -24.4895  -10.4672
H  30.8304  -25.8623  -10.3377
H  30.0025  -26.3128  -8.0284
H  30.0122  -23.9200  -7.1855
H  28.5844  -24.9140  -6.7222
H  28.5128  -23.6131  -7.9117
H  27.7338  -25.3356  -9.3588

Summary:
Total charge: -1
HOMO level (eV): -4.419
LUMO level (eV): 3.37
Spin multiplicity: 1
Frontier orbital gap (eV): 7.8
DFT total energy (Ha): -839.09379



Entry 3:
Molecular formula: C6H20N4OP2
Method: DFT, ωB97M-V/def2-TZVPD

Element x y z (Å)
C  0.6891  0.6266  -2.6072
N  0.8168  0.7200  -1.1683
C  2.1058  1.3086  -0.7718
P  -0.2468  -0.0393  -0.1080
N  -1.6540  0.1026  -0.7665
P  -3.1100  -0.5346  -0.5187
O  -3.3775  -1.8086  -1.1827
N  -0.0605  0.9052  1.3467
C  -0.6074  0.3188  2.5112
C  -0.2524  2.3493  1.0981
N  0.1778  -1.5899  0.3868
C  1.4771  -1.5862  1.1327
C  0.0313  -2.5353  -0.6915
H  -0.1980  -0.0426  -2.8689
H  0.6272  1.5796  -3.0249
H  1.6811  0.0636  -3.0475
H  2.8945  0.5705  -0.5027
H  2.3525  1.9855  -1.6201
H  1.8796  1.8860  0.1489
H  -3.4218  -0.4459  0.8728
H  -3.8260  0.5982  -1.1051
H  -0.9843  -0.7624  2.4065
H  0.1490  0.4918  3.3873
H  -1.4890  1.0015  2.8145
H  0.0236  2.5654  0.0911
H  -1.2492  2.7071  1.1608
H  0.5279  2.9552  1.6172
H  1.4599  -0.9277  2.0160
H  1.5696  -2.6093  1.6410
H  2.2397  -1.3768  0.3585
H  -0.4339  -2.1391  -1.5562
H  0.9463  -2.9292  -1.0395
H  -0.7378  -3.4086  -0.4104

Summary:
HOMO level (eV): -8.910
LUMO level (eV): 0.62
Spin multiplicity: 1
Frontier orbital gap (eV): 9.5
DFT total energy (Ha): -1217.56325
SMILES: CN(C)P(=N[PH2]=O)(N(C)C)N(C)C



Entry 4:
Molecular formula: C6H20N5OP
Method: DFT, ωB97M-V/def2-TZVPD

Element x y z (Å)
C  2.3263  0.3419  -2.4257
C  2.1650  0.0136  -0.8928
C  2.6704  -1.3712  -0.4535
N  0.8639  -0.0460  -0.3126
N  -0.1192  0.0615  -1.0192
N  -1.2580  0.0453  -0.4726
C  -2.4075  0.0097  -1.3656
C  -3.6023  0.5326  -0.5716
C  -2.6337  -1.4978  -1.7913
H  1.4132  0.7632  -2.7836
H  3.1143  1.1281  -2.5406
H  2.6356  -0.5379  -2.8912
H  2.7451  0.8501  -0.4178
H  2.8655  -1.3679  0.5968
H  3.6880  -1.3271  -0.9588
H  2.0262  -2.1241  -0.8038
H  -1.3482  -0.0614  0.5789
H  -2.2542  0.7793  -2.0751
H  -3.2801  1.2819  0.1183
H  -4.3251  0.9873  -1.1109
H  -4.2543  -0.1649  -0.0154
H  -2.5168  -2.0922  -0.9211
H  -1.8294  -1.9206  -2.4112
H  -3.6588  -1.7291  -2.1262
N  1.2015  -0.5026  2.8650
P  0.1705  0.8379  2.3160
N  -0.1305  1.4586  3.8458
O  1.3743  1.8644  1.9126
H  2.1486  -0.3529  2.5621
H  0.8735  -1.1267  2.1283
H  -0.9817  1.1428  4.2887
H  0.5486  1.6617  4.6038
H  1.7693  2.4623  2.5441

Summary:
HOMO level (eV): -8.278
LUMO level (eV): 0.94
Spin multiplicity: 1
Frontier orbital gap (eV): 9.2
DFT total energy (Ha): -930.90682
SMILES: CC(C)/N=N/NC(C)C.NP(N)O



Energy relative to the best compared isomer or geometry (same formula, charge and spin)
In order: 0.00, 753.33, 4.23, 0.00
Unit: kJ/mol